# C44H65CrN2O3STe

C44H65CrN2O3STe as an isolated structure in a non-equilibrium geometry (ωB97M-V/def2-TZVPD, the OMol25 dataset).

Structure (XYZ):
```
117
Properties=species:S:1:pos:R:3
Cr 0.266 -1.216 -1.104
C -2.572 5.577 1.537
C -1.212 4.926 1.267
C -0.499 5.773 0.202
C -0.400 4.969 2.571
C -1.337 3.471 0.814
C -0.193 2.801 0.368
C -0.225 1.467 -0.023
N 0.786 0.687 -0.515
C 2.139 0.882 -0.350
C 2.868 2.024 -0.012
C 4.258 1.995 0.100
C 4.927 0.803 -0.143
C 4.256 -0.376 -0.474
C 2.856 -0.329 -0.562
O 2.115 -1.390 -0.828
C 4.997 -1.683 -0.761
C 4.507 -2.798 0.179
C 6.513 -1.557 -0.579
C 4.720 -2.091 -2.217
C 5.066 3.238 0.482
C 4.191 4.468 0.742
C 6.042 3.595 -0.651
C 5.866 2.960 1.765
C -1.468 0.747 0.082
O -1.400 -0.544 -0.206
C -2.629 1.415 0.503
C -2.526 2.774 0.864
C -4.047 0.813 0.590
C -4.989 1.636 -0.314
C -4.562 0.900 2.037
C -4.152 -0.652 0.164
H -2.435 6.631 1.792
H -3.078 5.089 2.372
H -3.213 5.515 0.655
H -0.427 6.815 0.530
H -1.052 5.740 -0.738
H 0.511 5.412 0.011
H -0.286 5.998 2.932
H 0.592 4.540 2.424
H -0.907 4.384 3.340
H 0.732 3.350 0.321
H 2.353 2.953 0.163
H 6.008 0.786 -0.073
H 4.734 -2.546 1.219
H 4.990 -3.748 -0.070
H 3.432 -2.921 0.075
H 6.766 -1.265 0.443
H 6.937 -0.825 -1.270
H 6.978 -2.525 -0.783
H 3.647 -2.188 -2.377
H 5.187 -3.053 -2.452
H 5.106 -1.332 -2.902
H 3.625 4.742 -0.150
H 4.823 5.317 1.017
H 3.490 4.286 1.559
H 5.488 3.829 -1.562
H 6.711 2.762 -0.868
H 6.650 4.464 -0.378
H 5.184 2.739 2.588
H 6.479 3.826 2.039
H 6.526 2.102 1.635
H -3.423 3.278 1.198
H -5.219 2.606 0.133
H -5.929 1.099 -0.473
H -4.523 1.811 -1.283
H -4.516 1.922 2.418
H -3.959 0.265 2.689
H -5.601 0.558 2.086
H -3.848 -0.799 -0.868
H -5.187 -0.996 0.275
H -3.512 -1.276 0.782
Te 0.677 -3.405 -2.680
O 0.748 -0.957 1.832
S -0.261 -2.016 1.635
C 0.586 -3.484 2.440
C 0.122 -3.596 3.889
C -0.400 -2.216 4.287
C -1.309 -1.793 3.153
H 1.642 -3.230 2.353
H 0.381 -4.379 1.851
H 0.925 -3.926 4.553
H -0.694 -4.321 3.968
H 0.430 -1.509 4.346
H -0.909 -2.238 5.255
H -1.584 -0.739 3.163
H -2.196 -2.424 3.074
C -3.373 0.406 -3.554
C -2.732 -0.849 -4.159
C -1.258 -0.575 -4.453
C -3.076 -2.062 -3.288
C -4.330 -2.603 -3.540
C -4.823 -3.703 -2.862
C -4.026 -4.274 -1.883
C -2.773 -3.776 -1.580
C -1.992 -4.425 -0.457
C -1.624 -5.876 -0.783
C -2.769 -4.377 0.863
C -2.233 -2.652 -2.295
N -0.960 -2.192 -2.104
H -3.254 1.260 -4.228
H -2.893 0.639 -2.601
H -4.440 0.249 -3.380
H -3.214 -1.032 -5.129
H -0.744 -0.220 -3.565
H -1.184 0.190 -5.234
H -0.752 -1.478 -4.793
H -4.937 -2.152 -4.322
H -5.798 -4.114 -3.097
H -4.406 -5.133 -1.337
H -1.078 -3.849 -0.325
H -2.528 -6.469 -0.956
H -1.070 -6.326 0.047
H -1.000 -5.915 -1.674
H -3.718 -4.913 0.786
H -2.985 -3.344 1.131
H -2.184 -4.834 1.667
```

Its spin multiplicity is 4. The total charge is -2. Its total energy is -3761.6054 hartree.



# C44H65F5NO16

A 9-piece molecular cluster, C44H65F5NO16 overall (ωB97M-V/def2-TZVPD, the OMol25 dataset).

Structure (XYZ):
```
131
Properties=species:S:1:pos:R:3
C 1.260 -2.587 -1.842
C 1.079 -1.476 -1.425
C 0.855 -0.108 -0.914
C 0.028 -0.141 0.396
C -0.822 1.116 0.623
C -2.183 1.126 -0.103
C -3.135 0.009 0.392
C -4.137 -0.414 -0.688
C -3.498 -0.867 -2.011
C -3.474 -2.376 -2.285
F -4.727 -2.752 -2.630
F -2.649 -2.594 -3.355
C -2.989 -3.320 -1.154
F -3.927 -3.478 -0.225
F -2.665 -4.506 -1.650
F -1.902 -2.788 -0.582
N -2.127 -0.271 -2.205
C -2.072 1.119 -1.632
H 1.421 -3.601 -2.151
H 0.351 0.445 -1.709
H 1.814 0.392 -0.775
H 0.743 -0.223 1.220
H -0.574 -1.051 0.444
H -0.241 2.007 0.373
H -1.026 1.196 1.697
H -2.681 2.070 0.143
H -3.723 0.430 1.213
H -2.594 -0.839 0.810
H -4.813 -1.186 -0.317
H -4.762 0.457 -0.913
H -4.106 -0.461 -2.825
H -1.979 -0.192 -3.213
H -1.370 -0.877 -1.862
H -2.912 1.636 -2.099
H -1.160 1.598 -1.988
O 1.534 1.812 2.711
C 1.234 2.960 2.902
O 0.604 3.687 1.958
C 0.439 5.055 2.399
C 0.517 4.981 3.915
C 1.473 3.807 4.133
H 1.243 5.649 1.961
H -0.517 5.427 2.041
H 0.847 5.914 4.367
H -0.464 4.739 4.317
H 2.522 4.111 4.137
H 1.264 3.234 5.033
O -4.226 2.440 -3.514
C -5.056 2.258 -4.370
O -6.324 1.948 -4.067
C -7.086 1.703 -5.272
C -6.319 2.424 -6.373
C -4.879 2.318 -5.872
H -7.129 0.624 -5.430
H -8.094 2.078 -5.119
H -6.485 1.994 -7.357
H -6.619 3.472 -6.406
H -4.394 1.394 -6.197
H -4.254 3.163 -6.147
O -2.201 6.489 4.284
C -2.266 6.718 5.459
O -2.213 5.732 6.380
C -2.404 6.269 7.704
C -2.023 7.741 7.592
C -2.421 8.057 6.150
H -3.451 6.129 7.979
H -1.779 5.708 8.394
H -2.511 8.363 8.338
H -0.945 7.853 7.710
H -3.465 8.362 6.065
H -1.791 8.804 5.675
O 0.527 -10.205 -3.975
C -0.214 -9.305 -3.728
O -1.016 -8.740 -4.670
C -1.724 -7.622 -4.120
C -1.741 -7.856 -2.614
C -0.424 -8.598 -2.400
H -1.187 -6.708 -4.390
H -2.716 -7.591 -4.566
H -1.836 -6.937 -2.040
H -2.577 -8.506 -2.351
H 0.415 -7.918 -2.245
H -0.453 -9.320 -1.589
O 2.041 0.708 -4.544
C 3.126 0.610 -4.038
O 3.275 0.492 -2.702
C 4.674 0.493 -2.346
C 5.399 0.066 -3.616
C 4.482 0.625 -4.704
H 4.943 1.503 -2.031
H 4.816 -0.190 -1.513
H 6.422 0.430 -3.666
H 5.425 -1.023 -3.678
H 4.731 1.655 -4.964
H 4.473 0.017 -5.604
O 5.405 2.832 -7.096
C 4.347 2.822 -7.655
O 3.613 3.937 -7.860
C 2.346 3.600 -8.455
C 2.562 2.245 -9.121
C 3.608 1.617 -8.202
H 1.599 3.555 -7.660
H 2.076 4.390 -9.151
H 1.645 1.668 -9.219
H 2.982 2.385 -10.118
H 3.149 1.090 -7.362
H 4.295 0.953 -8.720
O 1.729 -0.316 7.506
C 1.841 -0.847 6.440
O 2.679 -1.891 6.235
C 2.691 -2.268 4.845
C 1.374 -1.744 4.286
C 1.144 -0.499 5.140
H 3.557 -1.799 4.373
H 2.799 -3.348 4.784
H 1.416 -1.548 3.215
H 0.581 -2.471 4.468
H 1.628 0.380 4.712
H 0.095 -0.281 5.322
O 4.263 -5.630 5.693
C 4.290 -5.495 6.883
O 4.355 -6.546 7.731
C 4.262 -6.093 9.094
C 4.691 -4.630 9.062
C 4.225 -4.205 7.671
H 3.228 -6.214 9.423
H 4.902 -6.723 9.708
H 4.269 -4.044 9.875
H 5.778 -4.563 9.125
H 3.193 -3.859 7.667
H 4.855 -3.448 7.214
```

The total charge is +1. Its total energy is -3473.3827 hartree.